DFT (ωB97M-V with the def2-TZVPD basis set) results for a structure of composition C19H32N2O2 at a distorted geometry.

Cartesian coordinates (Å):
C: -3.9191 -2.4153 0.6054
C: -3.4095 -2.4971 -0.7362
C: -1.9874 -2.3593 -1.2494
H: -1.9770 -1.6000 -1.8908
C: -1.0557 -2.5996 -0.2837
C: 0.2631 -2.3375 -0.6643
C: 1.2900 -2.2724 0.5428
C: 2.7188 -1.7283 -0.3136
C: 3.7294 -1.4778 0.8066
C: 5.0125 -0.7218 0.3991
H: 5.1227 -0.7248 -0.6148
H: 5.7557 -0.8281 0.8927
C: 4.7759 0.6590 0.4140
C: 3.6105 1.3957 -0.2761
O: 3.6123 1.4635 -1.6455
N: 2.3820 1.5175 0.5132
H: 2.3890 1.2341 1.4300
N: 1.2684 1.8931 -0.2186
C: 0.1516 1.6916 -0.0031
C: -0.3137 1.1355 1.3939
C: -1.6907 0.7983 1.5764
O: -2.0370 0.3994 2.9016
C: -2.7338 1.2374 0.7098
H: -3.0067 0.2458 0.2877
C: -2.3513 2.3933 -0.5816
C: -2.1564 3.5931 0.3667
H: -1.9421 4.1684 -0.3245
H: -1.4631 3.6897 1.1399
H: -3.2766 3.8036 0.9279
C: -3.3809 2.2784 -1.3617
H: -3.5037 1.4818 -2.0107
H: -4.4113 2.5409 -1.1247
H: -3.1255 3.1290 -2.1347
C: -1.0236 1.7254 -0.9976
H: -1.1636 0.8812 -1.5737
H: -0.6272 2.8538 -1.6053
H: -3.6072 1.3950 1.0288
H: 0.4592 0.9023 2.2985
H: 1.5202 2.1202 -1.2651
H: 5.5317 1.4787 0.2576
H: 4.6773 1.0332 1.7328
H: 3.1755 -0.9223 1.9878
H: 4.0426 -2.5092 1.2991
H: 2.5707 -0.9902 -0.7677
H: 2.9947 -2.4714 -0.9332
H: 1.2133 -1.4584 1.0889
H: 1.5436 -3.2060 0.9475
H: 0.4751 -1.4851 -1.2812
H: 0.5787 -2.9951 -1.4815
H: -1.4070 -1.5303 0.6041
H: -1.1009 -3.3008 0.3948
H: -1.9583 -3.2771 -1.9180
H: -4.1081 -2.5155 -1.6263
H: -4.9506 -2.5274 0.8679
H: -3.1765 -2.3883 1.4682

Summary:
Energy: -27276.598 eV
Frontier orbital gap: 7.2817 eV
Net charge: 0

DFT (ωB97M-V with the def2-TZVPD basis set) results for a structure of composition C19H33F5N2NbO4 at a distorted geometry.

Cartesian coordinates (Å):
C: -2.3210 1.4131 -4.2813
C: -1.5880 0.4863 -4.1705
C: -0.7422 -0.6928 -4.1232
C: -0.3231 -1.0530 -2.6732
C: 1.2099 -0.9507 -2.4438
Nb: 1.8311 0.5083 -0.8419
C: 1.3975 -1.0837 0.7369
C: 0.0223 -1.0753 1.4741
C: 0.1155 -0.5787 2.9380
C: -0.3003 0.8589 3.1836
F: -0.6310 1.5212 2.0518
F: -1.4520 0.8559 3.9569
C: 0.7348 1.7436 3.9813
F: 1.8785 1.0838 4.2348
F: 0.2123 2.1485 5.1644
F: 1.0423 2.8576 3.2725
C: 3.9767 -0.1793 -1.2584
C: 4.7670 0.8613 -1.9740
O: 5.6356 0.5887 -2.7702
N: 4.4118 2.2293 -1.7176
C: 5.3078 2.8700 -0.7528
C: 4.2320 2.9900 -2.9454
O: 2.5391 1.8952 0.6109
C: 3.4769 1.4897 1.3195
N: 4.1740 0.8769 2.0051
H: -3.0413 2.1699 -4.4391
H: 0.1226 -0.4718 -4.7398
H: -1.2813 -1.5225 -4.5668
H: -0.6056 -2.0878 -2.5051
H: -0.8282 -0.4057 -1.9732
H: 1.6782 -1.9179 -2.2816
H: 1.6733 -0.5524 -3.3452
H: 1.7489 1.7602 -2.1861
H: 0.0950 1.0368 -0.5410
H: 1.4234 -2.0363 0.2106
H: 2.2054 -1.0895 1.4681
H: -0.7330 -0.5633 0.8982
H: -0.3023 -2.1130 1.5330
H: 1.1113 -0.8199 3.2819
H: -0.5639 -1.1984 3.5093
H: 3.9276 -1.0197 -1.9474
H: 4.4944 -0.5469 -0.3750
H: 6.0035 2.1643 -0.3175
H: 4.7207 3.2619 0.0765
H: 5.8194 3.7174 -1.1991
H: 5.1401 3.4887 -3.2824
H: 3.4147 3.6896 -2.8096
H: 3.9144 2.3203 -3.7347
C: -3.4185 -1.4955 2.6608
O: -3.5429 -1.7691 1.2768
C: -4.2873 -2.9358 0.9888
C: -5.7038 -2.6065 0.5728
O: -6.4453 -2.0191 1.6307
C: -6.5342 -0.6088 1.5327
H: -3.0589 -0.4767 2.7707
H: -4.3737 -1.5875 3.1844
H: -2.6877 -2.1748 3.1153
H: -4.2891 -3.6165 1.8465
H: -3.7872 -3.4419 0.1562
H: -6.2157 -3.5343 0.2958
H: -5.6953 -1.9501 -0.3024
H: -7.2483 -0.3230 0.7520
H: -5.5644 -0.1557 1.3176
H: -6.8922 -0.2336 2.4902

Summary:
Energy: -46539.430 eV
Frontier orbital gap: 7.3661 eV
Net charge: -1